[1]
39
Properties=species:S:1:pos:R:3:forces:R:3 method="wB97M-V/def2-TZVPD" gap_ev="6.19 / 6.18" total_energy_ha=-3914.99593 lumo_energy_ha="-0.17871 / -0.17894" total_charge=+1 spin_multiplicity=1
I -1.113599 3.452091 1.352606 0.62 -0.14 -0.37
Co 0.556951 1.237445 -0.276021 0.81 -1.43 -0.30
S 4.322439 -1.454079 0.333540 -0.53 0.36 0.17
S 1.501482 1.208334 -4.806442 -0.36 0.11 0.59
S -0.312498 -1.263141 2.190771 0.66 0.16 -0.25
O 0.526369 -2.336343 1.743389 -0.53 -0.29 -0.01
O -1.518299 0.663213 -0.684606 0.12 0.77 -0.06
O 0.063417 -0.645134 3.429392 -0.48 0.10 0.22
N 2.346260 0.115390 -0.131278 -1.28 1.35 0.20
N -0.428682 2.478241 -3.382669 -0.42 0.22 0.14
N 2.713626 -0.306672 2.156079 -0.12 0.20 0.40
N -0.309720 -0.094846 0.998462 0.22 0.22 0.38
N 1.127663 1.144909 -2.268163 -0.47 0.87 1.34
C 3.996963 -0.998409 -1.291246 -0.84 0.59 -0.13
C 0.777229 3.185829 0.380389 -0.82 -0.97 -0.25
C -1.459832 -0.051514 0.343422 -0.05 0.00 -0.19
C -3.862249 -0.924871 0.571354 0.26 0.01 0.06
C 2.603247 0.315812 -3.826787 -0.19 0.06 0.84
C -2.065219 -1.612005 2.023896 0.41 0.53 -0.43
C -4.240056 -2.479259 2.380096 0.25 0.02 0.04
C 2.260438 0.396379 -2.511118 0.41 -0.09 -1.18
C 2.905063 -0.182470 -1.354647 1.21 -0.77 -0.03
C -2.897674 -2.425992 2.753662 0.15 -0.12 0.12
C 2.965604 -0.477541 0.862724 0.81 -0.21 -0.12
C 0.616752 1.651498 -3.366016 0.46 -0.11 -0.52
C -2.526130 -0.866027 0.941580 -0.62 -0.26 0.01
C -4.713487 -1.740999 1.304006 0.00 -0.03 0.02
H 3.148019 -0.928511 2.819805 -0.10 0.04 -0.03
H 4.610821 -1.343756 -2.097278 0.08 -0.14 -0.18
H -0.976307 2.570693 -2.536483 -0.03 -0.04 -0.20
H 0.821351 3.915246 -0.426218 0.07 -0.32 -0.18
H 1.549082 3.385981 1.117657 0.15 -0.48 -0.07
H -2.517132 -3.003327 3.582839 -0.05 -0.04 0.08
H 1.841293 0.108945 2.463752 0.20 -0.06 -0.02
H -4.912768 -3.102991 2.948351 -0.08 -0.05 0.00
H -4.225743 -0.334263 -0.254457 -0.01 0.04 -0.12
H -5.757732 -1.805980 1.036357 -0.05 0.03 -0.01
H 3.431700 -0.200939 -4.264416 0.17 -0.13 -0.09
H -0.848643 2.749060 -4.256281 -0.03 -0.01 0.12

***

[2]
30
Properties=species:S:1:pos:R:3:forces:R:3 method="wB97M-V/def2-TZVPD" gap_ev=9.96 total_energy_ha=-575.44826 lumo_energy_ha=0.01625 smiles=CC#N.CC#N.CCO.CCO spin_multiplicity=1
O 93.536000 47.494000 79.351000 -0.10 2.39 2.48
O 95.643000 48.732000 77.789000 -1.97 1.20 5.17
N 90.335000 46.005000 76.717000 3.39 3.71 -2.50
N 93.106000 47.596000 82.148000 0.11 -0.77 -0.50
C 91.049000 46.792000 76.160000 -2.02 -2.03 1.55
C 96.494000 49.326000 75.688000 0.86 -0.55 1.10
C 94.521000 45.425000 79.186000 -4.23 -4.58 -3.37
C 91.889000 47.731000 75.235000 -1.75 -1.24 2.69
C 92.243000 49.395000 83.901000 -6.83 0.34 -9.11
C 93.432000 46.318000 78.694000 -1.76 -2.03 1.36
C 92.688000 48.327000 82.914000 -0.50 2.23 1.89
C 95.681000 48.343000 76.538000 -1.02 -0.07 -4.19
H 97.532000 49.317000 76.034000 -0.11 0.51 0.46
H 96.623000 48.879000 74.750000 -0.23 -0.49 -1.84
H 93.359000 46.485000 77.684000 0.58 0.39 -2.68
H 92.432000 48.532000 75.704000 0.36 -0.18 1.02
H 94.660000 48.296000 75.992000 1.10 -0.28 0.98
H 94.854000 48.399000 78.339000 1.51 0.45 -1.04
H 92.560000 47.058000 74.767000 0.42 -0.18 -1.24
H 94.610000 44.600000 78.366000 0.08 0.87 1.76
H 92.833000 49.520000 84.617000 5.62 1.68 5.54
H 91.315000 49.089000 84.362000 -0.39 -0.38 -0.09
H 92.436000 45.945000 78.930000 -0.21 -0.76 -0.09
H 93.380000 47.209000 80.296000 0.43 1.39 -0.89
H 91.821000 50.442000 83.190000 1.93 -3.16 2.41
H 95.310000 45.988000 79.114000 4.94 2.69 0.37
H 96.166000 47.376000 76.504000 0.04 -0.71 -0.71
H 94.228000 45.020000 80.128000 0.42 -0.29 0.74
H 91.139000 48.279000 74.723000 -0.48 -0.06 -1.52
H 96.117000 50.340000 75.579000 -0.17 -0.09 0.28

***

[3]
50
Properties=species:S:1:pos:R:3:forces:R:3 method="wB97M-V/def2-TZVPD" gap_ev=5.78 total_energy_ha=-925.68361 lumo_energy_ha=-0.17817 total_charge=+1 spin_multiplicity=1
N -2.896664 -1.078147 5.660632 -1.16 -0.43 1.35
N -3.898044 -0.017834 0.398262 0.46 -1.28 0.03
C 0.221259 -1.374255 2.312526 0.96 -0.19 0.39
C -3.242318 -1.147515 0.728458 -0.81 1.01 -0.22
C 2.001694 -1.581377 3.954903 0.06 -0.06 -0.02
C 2.737857 -0.582892 3.303155 -0.31 0.10 0.01
C -3.622660 2.431753 0.771944 0.25 0.04 -0.01
C 1.037914 -0.469852 1.576436 -0.29 -0.02 0.34
C -1.604277 -0.561983 5.941908 0.68 0.19 -0.43
C -1.390259 -0.270805 7.426060 -0.10 -0.20 -0.28
C -2.765525 3.389853 1.329389 0.03 -0.47 -0.20
C -2.022011 -0.797461 1.380065 0.60 -0.08 0.41
C 2.270732 -0.076766 2.081895 -0.39 -0.13 -0.29
C -2.013223 0.678071 1.437906 -0.42 0.33 -0.32
C -1.564516 2.987285 1.940042 -0.12 -0.33 0.13
C 0.788889 -2.014308 3.445843 -0.25 0.04 -0.40
C -4.709424 -2.053761 4.339403 0.32 -0.01 0.21
C -1.223784 1.630944 2.073202 0.05 0.28 -0.22
C -3.306647 -1.459137 4.362715 0.29 0.24 -0.55
C -3.190599 1.115263 0.792609 0.37 0.32 0.89
C -3.793468 -2.461742 0.355980 -0.04 -0.56 -0.08
C 4.002929 -0.056153 3.902828 0.25 -0.10 0.16
C -1.125033 -1.698560 1.944505 -0.54 0.26 -1.28
H -4.788172 -0.009680 -0.088020 0.23 0.01 0.06
H -2.572220 -2.188109 3.983457 -0.13 -0.15 -0.02
H -3.048850 -3.235390 0.563483 -0.31 0.01 -0.11
H 0.685915 -0.110789 0.603505 0.10 0.04 0.47
H -4.597863 2.655870 0.339491 0.31 0.24 0.11
H 4.228546 -0.603571 4.822594 0.11 0.18 -0.15
H 3.917653 1.011455 4.146975 -0.05 -0.24 -0.08
H -2.112434 0.469215 7.787529 0.12 -0.08 -0.04
H -4.979088 -2.341256 3.318267 -0.07 0.03 0.17
H -4.715381 -2.683593 0.921326 0.36 0.10 -0.19
H -1.383300 0.346650 5.344020 -0.02 -0.02 0.14
H 2.875797 0.649054 1.532991 -0.17 -0.29 0.13
H -5.436363 -1.319613 4.709980 0.08 -0.21 -0.11
H -0.885358 3.743442 2.333519 -0.29 -0.20 0.05
H -0.360177 1.297869 2.646829 -0.12 0.40 -0.21
H -1.505368 -1.189895 8.009946 0.00 0.17 -0.04
H -4.734510 -2.943717 4.980366 -0.14 0.19 -0.16
H -1.446910 -2.740433 2.054463 0.09 0.33 0.08
H -0.381503 0.118544 7.582301 -0.14 -0.01 0.05
H -3.634570 -0.841300 6.311137 0.20 0.13 -0.23
H -3.241573 -0.616933 3.647366 -0.17 0.05 0.02
H 4.845506 -0.164225 3.209120 -0.15 0.01 0.14
H -3.036713 4.444277 1.298335 0.10 -0.29 0.00
H -0.875935 -1.314426 5.597427 0.07 0.16 0.17
H 2.405891 -2.018776 4.869910 -0.16 0.07 -0.29
H -4.038227 -2.483275 -0.720080 0.12 -0.05 0.42
H 0.246558 -2.848778 3.903740 0.16 0.46 0.03

***

[4]
21
Properties=species:S:1:pos:R:3:forces:R:3 method="wB97M-V/def2-TZVPD" gap_ev=10.52 total_energy_ha=-274.98829 lumo_energy_ha=0.03960 smiles=C1CCCCCC1 spin_multiplicity=1
C -1.074785 -1.176181 -0.193757 0.27 -0.66 -0.01
C -1.028536 1.434570 -0.315311 0.09 -0.09 -0.02
C 0.443982 1.600803 0.084113 0.10 -0.05 0.15
C 0.287441 -1.498102 0.502477 0.63 -1.33 0.56
C 1.432431 0.621125 -0.567683 0.41 -0.15 0.54
C 1.522186 -0.825110 0.018888 1.12 -0.68 1.06
C -1.714178 0.180888 0.237500 0.25 -0.23 0.06
H 1.201147 0.577384 -1.657481 0.08 -0.39 0.63
H 2.439562 1.039120 -0.523890 0.04 0.17 0.02
H 2.097196 -1.523615 0.949963 0.64 3.58 -1.09
H -1.779627 -1.965450 0.073942 -0.07 -0.04 -0.11
H -1.106322 1.436385 -1.413523 0.06 -0.04 0.14
H 0.540240 1.514815 1.173350 -0.06 0.09 -0.03
H -1.746628 0.241702 1.335019 0.09 -0.07 -0.14
H 2.116431 -1.402506 -0.678723 -0.60 -0.25 -0.81
H 0.746099 2.624315 -0.176571 0.00 -0.20 0.05
H -2.767304 0.201091 -0.091674 0.35 -0.18 0.04
H 1.116957 -2.455080 0.808620 -3.55 -0.17 -1.47
H -1.587904 2.320401 0.022750 0.12 -0.22 -0.03
H -0.990283 -1.169745 -1.289385 0.11 -0.15 0.17
H 0.109682 -1.423040 1.568704 -0.06 1.04 0.29

***

Here are the calculated relative energy (zero: lowest compared OMol25 entry of this formula, charge and spin) numbers, same order: 40.67 54.54 6.72 80.30 (kcal/mol).